C27H74ClO28S10 | ωB97M-V/def2-TZVPD

As for the LUMO energy: 1.32 eV. The energy above the lowest of the compared OMol25 structures with the same formula, charge and spin is 26.1 kJ/mol. The calculation puts the highest occupied orbital energy at -6.219 eV. For the HOMO-LUMO gap, the calculation gives 7.54 eV. The spin multiplicity is 1. As for the total charge: -1. The calculation puts the energy at -207387.4429 eV.

Element x y z (Å)
Cl1 -19.990 -9.407 28.633
S1 -20.190 -6.969 36.513
S2 -26.424 -9.442 21.936
S3 -19.844 -0.428 30.673
S4 -12.773 -4.203 29.159
S5 -17.424 -6.692 20.348
S6 -8.926 -10.483 33.952
S7 -13.490 -13.932 25.839
S8 -21.883 -15.376 18.815
S9 -24.458 -16.680 24.871
S10 -27.562 -6.249 31.671
O1 -27.272 -6.284 30.024
O2 -20.160 -10.263 29.743
O3 -28.151 -7.515 32.084
O4 -20.214 0.314 29.393
O5 -16.288 -7.195 21.104
O6 -13.583 -14.249 24.222
O7 -20.333 -10.109 27.392
O8 -10.452 -10.930 33.564
O9 -21.053 -5.945 35.920
O10 -20.957 -8.426 36.548
O11 -22.394 -14.281 17.987
O12 -12.787 -15.014 26.471
O13 -18.650 -8.860 28.677
O14 -8.078 -10.570 32.735
O15 -27.064 -10.647 22.595
O16 -18.251 -7.423 19.403
O17 -12.878 -4.773 27.614
O18 -22.798 -16.262 19.515
O19 -28.135 -4.941 32.017
O20 -19.518 -6.728 37.796
O21 -20.811 -14.714 19.999
O22 -20.933 -8.317 28.723
O23 -11.712 -4.959 29.886
O24 -8.613 -11.244 35.164
O25 -12.764 -2.734 29.154
O26 -25.031 -17.129 26.258
O27 -18.450 -5.774 21.373
O28 -13.130 -12.492 26.114
C1 -18.158 -5.602 22.743
C2 -16.937 -5.251 19.367
C3 -19.759 -13.946 19.536
C4 -12.002 -6.303 25.966
C5 -9.172 -8.763 34.346
C6 -26.606 -5.696 27.908
C7 -20.351 -9.562 37.209
C8 -26.929 -5.106 29.289
C9 -25.737 -6.254 32.340
C10 -20.174 -10.705 36.189
C11 -12.952 -13.620 21.914
C12 -25.645 -15.440 24.214
C13 -18.985 -13.396 20.750
C14 -14.434 -4.786 29.807
C15 -21.074 -1.864 30.785
C16 -11.076 -10.519 32.360
C17 -12.550 -11.011 32.424
C18 -24.755 -9.205 22.663
C19 -12.713 -13.383 23.455
C20 -15.265 -14.062 26.230
C21 -20.685 -16.478 17.801
C22 -20.693 0.600 32.016
C23 -19.325 -4.717 23.259
C24 -25.772 -9.912 20.285
C25 -12.488 -6.123 27.310
C26 -23.150 -15.457 25.288
C27 -18.853 -7.464 35.241
H1 -15.075 -4.907 28.933
H2 -15.783 -13.477 25.470
H3 -12.609 -12.100 32.420
H4 -23.380 -14.864 26.173
H5 -19.568 -3.820 22.689
H6 -10.977 -5.931 25.985
H7 -8.236 -8.350 34.723
H8 -18.473 -14.158 21.337
H9 -25.515 -7.314 32.220
H10 -22.233 -15.949 25.613
H11 -11.766 -6.415 28.072
H12 -13.300 -6.814 27.533
H13 -11.052 -9.429 32.325
H14 -16.677 -4.494 20.107
H15 -12.576 -5.767 25.210
H16 -18.415 -8.313 35.765
H17 -14.760 -4.146 30.627
H18 -9.891 -8.728 35.164
H19 -20.244 -5.297 23.173
H20 -11.661 -13.542 23.693
H21 -21.222 -17.101 17.086
H22 -19.985 1.364 32.337
H23 -12.161 -13.218 21.282
H24 -25.689 -6.277 27.821
H25 -12.086 -7.364 25.731
H26 -26.635 -15.816 23.956
H27 -20.679 -2.675 31.397
H28 -10.531 -10.919 31.505
H29 -26.215 -4.501 29.848
H30 -27.851 -4.535 29.184
H31 -13.978 -13.321 21.698
H32 -18.129 -6.542 23.294
H33 -19.578 -12.802 21.445
H34 -19.958 -11.638 36.710
H35 -26.497 -5.015 27.064
H36 -21.535 1.086 31.524
H37 -21.245 -2.375 29.838
H38 -17.269 -5.008 22.955
H39 -25.838 -14.856 25.114
H40 -19.093 -14.465 18.848
H41 -17.838 -4.979 18.816
H42 -25.041 -10.692 20.494
H43 -19.236 -4.346 24.280
H44 -15.399 -13.675 27.240
H45 -13.127 -10.538 31.630
H46 -25.222 -5.555 31.680
H47 -21.126 -10.875 35.688
H48 -18.158 -12.758 20.439
H49 -19.348 -7.784 34.324
H50 -14.200 -5.778 30.194
H51 -12.877 -12.315 23.598
H52 -16.093 -5.620 18.785
H53 -19.528 -10.476 35.342
H54 -27.316 -6.464 27.601
H55 -18.201 -6.623 35.007
H56 -25.743 -5.851 33.352
H57 -20.241 -13.132 18.996
H58 -24.746 -9.371 23.741
H59 -23.970 -9.769 22.159
H60 -20.025 -15.847 17.206
H61 -15.531 -15.117 26.289
H62 -26.658 -10.329 19.805
H63 -24.466 -8.162 22.530
H64 -25.458 -9.038 19.714
H65 -20.894 -0.096 32.831
H66 -9.579 -8.209 33.500
H67 -22.035 -1.597 31.224
H68 -13.039 -10.604 33.309
H69 -12.858 -14.666 21.623
H70 -21.021 -9.849 38.020
H71 -19.388 -9.236 37.602
H72 -20.074 -17.063 18.488
H73 -22.879 -14.779 24.478
H74 -25.130 -14.924 23.403

Forces on the atoms, in the same order (eV/Å):
Cl -1.2 1.2 -1.5
S 1.4 0.2 -1.1
S 0.2 -0.5 0.8
S -2.6 0.7 -1.0
S 0.2 -0.4 1.3
S -0.7 2.5 -0.2
S 0.7 -1.4 -1.4
S -1.2 2.6 1.1
S 0.8 0.0 0.0
S -1.0 -0.1 2.6
S 2.0 1.2 0.7
O -0.6 -1.2 2.7
O -0.1 -1.4 1.3
O 0.4 1.8 -1.1
O 0.8 -0.8 1.3
O -1.7 0.0 -0.8
O 0.7 1.3 1.0
O 1.3 0.1 0.6
O 1.5 -0.2 1.4
O 1.0 -2.2 1.3
O -0.2 1.8 -0.2
O 1.0 -1.7 1.3
O 0.1 0.7 -0.4
O 0.2 -0.4 -0.7
O -1.8 0.2 2.7
O 0.9 1.0 -1.0
O 0.8 -0.2 1.9
O 0.1 1.5 1.0
O 1.4 1.4 -0.7
O 0.3 -2.0 -0.7
O -1.2 -0.5 -1.8
O -2.9 -3.0 -0.9
O -0.1 0.6 0.3
O -2.1 1.7 -1.7
O -0.5 1.5 -2.1
O 0.2 -2.8 -0.6
O 1.1 0.8 -2.8
O 1.1 -2.0 -1.9
O -0.4 -3.9 -1.2
C -0.9 1.6 1.4
C 0.0 -0.9 1.2
C 0.7 2.1 0.0
C 0.9 0.4 -1.5
C -0.2 -0.1 0.6
C 1.1 -0.4 -0.6
C 0.7 -0.2 -0.7
C -1.1 -0.4 -0.8
C -2.5 0.1 -1.2
C -1.2 0.5 0.1
C 0.0 -1.1 1.3
C 0.3 -0.2 1.0
C 0.4 -0.1 -0.1
C 1.8 -0.3 -0.6
C 0.4 -0.3 0.4
C -1.0 0.1 -0.4
C 0.8 0.9 0.1
C 0.2 0.5 -0.1
C 0.6 0.2 -2.4
C 1.0 -0.2 0.0
C -0.4 1.2 0.5
C 1.2 -0.8 -0.7
C -0.8 -0.5 -0.1
C -1.1 -0.4 0.8
C -1.0 -0.9 3.3
C 0.4 0.1 0.3
C -1.6 0.3 1.2
H -0.2 0.5 0.3
H -0.1 -0.2 0.3
H -0.1 0.2 -0.1
H -0.8 0.0 -0.1
H 0.7 0.0 -0.5
H 0.1 -0.3 -0.7
H 0.0 -0.1 -0.3
H -0.4 -0.4 -0.1
H 0.6 0.3 0.2
H -0.1 -0.6 -0.4
H 0.4 0.1 -0.2
H -0.7 0.3 -0.1
H -0.1 0.1 -0.2
H 0.3 0.1 -0.4
H -0.1 0.1 0.1
H 0.5 0.2 -0.3
H -0.1 0.1 -0.5
H 0.0 -0.1 0.0
H -0.1 -0.1 0.3
H -0.1 -0.4 0.2
H -0.4 0.1 0.5
H 0.0 -0.1 0.0
H -0.3 1.0 0.3
H 0.4 0.2 0.8
H 0.4 0.0 -0.1
H 0.4 -0.6 -0.4
H 0.4 0.3 0.4
H -0.1 0.0 0.0
H 0.4 -0.1 -0.5
H 0.1 0.3 0.1
H 0.3 0.3 -0.4
H 0.1 0.0 -0.2
H -0.3 -0.1 -0.2
H 0.5 0.1 -0.1
H -0.4 0.6 0.4
H -0.1 -0.4 0.2
H 0.2 0.7 -0.4
H 0.5 -0.4 -0.5
H 0.3 0.6 -0.2
H 0.1 -0.3 0.1
H 0.4 0.0 -0.1
H 0.1 0.2 -0.5
H 0.3 -0.5 0.1
H 0.1 0.4 -0.2
H 0.2 -0.4 -0.4
H 0.2 -0.4 0.0
H -0.3 0.0 0.2
H -0.2 0.2 -0.4
H -0.2 0.0 0.2
H -0.1 0.0 0.0
H -0.5 -0.2 0.6
H -0.1 0.4 -0.2
H 0.5 0.0 0.5
H -0.6 0.4 0.4
H 0.0 -0.2 0.5
H -0.2 -0.4 -0.1
H 0.5 0.4 -0.2
H -0.3 -0.3 -0.1
H -0.3 -0.4 0.2
H -0.1 0.3 0.2
H 0.0 0.1 -0.5
H 0.1 -0.1 -0.2
H -0.2 0.2 -0.1
H 0.4 -0.1 0.3
H -0.4 0.3 0.0
H 0.3 -0.2 -0.1
H 0.1 0.4 -0.2
H 0.3 -0.3 0.3
H -0.3 -0.4 0.5
H 0.1 0.0 0.0
H -0.1 -0.1 0.3
H -0.4 0.0 0.1
H -0.3 -0.2 -0.2
H -0.3 0.2 0.1